Record 1
{
  "formula": "C7H16N2",
  "method": "ωB97M-V/def2-TZVPD",
  "species": ["C", "N", "H", "C", "H", "H", "H", "H", "C", "H", "H", "H", "H", "H", "H", "C", "H", "C", "C", "C", "H", "N", "H", "H", "H"],
  "positions_angstrom": [[-1.10759, 2.34620, 2.19787], [-0.64723, 1.67978, 1.25972], [-1.35858, 1.89960, 3.21215], [-1.68546, -0.21127, -1.55817], [-0.94702, -0.05497, 3.36779], [-0.27728, -1.62490, -2.39939], [2.36944, -1.26578, -0.99481], [-0.17671, -1.46628, -0.66025], [0.83369, 0.10345, -1.73547], [-1.34655, -0.14478, 1.72311], [-1.88101, 0.29551, -2.50641], [3.01508, 0.15037, -1.84401], [0.67209, 0.70289, -2.63704], [2.26825, -0.62942, 0.86438], [-1.72299, 0.53541, -0.76347], [0.57389, -0.31727, 1.94878], [2.27928, -1.18117, -2.73831], [-0.31761, -0.89261, -1.58502], [-0.68893, -0.66366, 2.47811], [2.20009, -0.57626, -1.83195], [-2.48752, -0.93600, -1.39993], [1.71076, -0.26215, 1.62781], [0.80444, 0.80763, -0.89958], [-0.79429, -1.73037, 2.69921], [-1.28825, 3.43603, 2.17486]],
  "forces_ev_per_angstrom": [[0.10, -0.08, 0.43], [0.89, -0.19, -0.11], [0.03, 0.10, -0.06], [0.09, -0.08, -0.02], [0.33, -0.07, -0.18], [0.01, 0.01, 0.03], [0.00, -0.02, -0.04], [0.01, -0.01, 0.02], [-0.01, -0.10, 0.00], [0.18, -0.86, 0.33], [0.01, 0.00, 0.03], [-0.03, -0.03, 0.01], [0.00, -0.02, 0.02], [0.17, 0.13, 0.31], [0.01, 0.02, -0.02], [0.80, 1.11, -0.15], [0.00, 0.00, 0.04], [0.01, 0.12, -0.04], [-1.00, 0.08, -0.10], [-0.10, 0.08, 0.00], [0.02, 0.02, -0.01], [-1.26, -0.24, -0.41], [-0.03, 0.00, 0.01], [-0.03, 0.06, -0.01], [-0.20, -0.04, -0.09]],
  "e_above_lowest_kcal_mol": 125.69,
  "lumo_ev": [0.1, 0.1],
  "total_energy_ev": -10493.8069,
  "homo_lumo_gap_ha": [0.238, 0.238],
  "max_force_ev_per_a": 1.4
}

Record 2
{
  "formula": "C7H16N2",
  "method": "ωB97M-V/def2-TZVPD",
  "species": ["H", "H", "N", "H", "H", "H", "C", "H", "C", "C", "H", "C", "H", "H", "C", "N", "H", "H", "H", "C", "H", "H", "H", "H", "C"],
  "positions_angstrom": [[1.06080, -0.05937, -1.35194], [-1.80563, 3.27977, -1.72453], [0.92493, -0.80315, 0.48635], [-2.10718, -0.46342, -1.29644], [1.19773, -1.72466, 2.46199], [1.07371, -2.32085, -1.04166], [-0.43201, 0.85434, 0.23114], [-0.28738, 1.50131, 1.07341], [1.20517, 0.32033, -0.34728], [-0.50812, -0.70026, 0.46127], [1.16367, -2.87811, 0.52759], [1.36105, -0.80851, 1.96401], [2.56279, -2.09007, -0.10166], [-0.93852, -1.29741, -0.39356], [1.45959, -2.07429, -0.05792], [-1.23303, 1.44236, -0.82348], [2.46653, -0.62711, 2.05679], [-3.10962, 0.79855, -0.42728], [-2.51166, 1.21907, -2.12618], [-0.99797, 2.62603, -1.13968], [-0.98069, -0.90657, 1.43985], [-0.11950, 3.13999, -0.89014], [2.12416, 0.98103, -0.21292], [0.72044, -0.04182, 2.47441], [-2.28925, 0.63286, -1.24213]],
  "forces_ev_per_angstrom": [[0.12, 0.56, -0.39], [1.61, -1.57, 1.77], [2.13, -3.36, 2.67], [-0.28, 1.17, -0.45], [-0.64, -1.33, -0.12], [-0.10, 0.57, -0.35], [0.51, -0.99, -3.09], [0.24, 0.46, 0.55], [-0.38, 2.82, -0.22], [-2.58, 1.20, 0.16], [-0.62, -1.30, 1.50], [0.96, 2.90, 0.12], [-0.50, 0.43, 0.11], [0.60, 0.66, 1.22], [1.30, -0.14, -1.64], [1.18, -12.66, 6.87], [-1.15, 0.26, -0.30], [0.65, -0.22, -1.25], [-1.47, -1.17, -0.84], [-1.26, 12.49, -5.05], [0.14, -0.53, -0.72], [1.30, 0.21, 0.06], [-1.30, -1.05, 0.15], [1.09, -0.47, -0.30], [-1.54, 1.04, -0.48]],
  "s_squared": 2.01,
  "e_above_lowest_kcal_mol": 16.75,
  "total_charge": 2,
  "spin_multiplicity": 3,
  "lumo_ev": [-6.8, -12.8],
  "total_energy_ev": -10473.5841,
  "homo_lumo_gap_ha": [0.321, 0.276],
  "max_force_ev_per_a": 14.5
}

Record 3
{
  "formula": "C7H16N2O2",
  "method": "ωB97M-V/def2-TZVPD",
  "species": ["C", "H", "H", "H", "H", "H", "H", "C", "H", "H", "N", "H", "C", "H", "H", "O", "H", "C", "C", "N", "H", "H", "O", "H", "C", "C", "H"],
  "positions_angstrom": [[0.81360, 0.33365, -0.41545], [1.29908, -2.96046, -1.65574], [-1.98490, -0.53717, -1.02041], [3.12037, 0.41702, 1.50031], [0.67074, 0.80695, 1.60752], [-4.27400, 0.86895, 0.36824], [-2.21709, 2.20625, -1.16536], [0.89281, -1.96976, -1.59726], [0.74892, 2.21805, 0.61031], [3.28677, 1.66971, 0.18572], [-2.44933, 0.34703, -0.63513], [-3.24318, -1.36753, 1.58835], [1.22855, 1.26701, 0.80504], [1.30479, -1.30510, -2.36643], [-1.59643, 1.40108, 1.15762], [-3.83781, -0.99222, 0.86659], [-0.02620, 0.38011, -2.18961], [2.65946, 1.32580, 1.16704], [-3.43212, 0.22400, 0.51221], [0.22688, 0.91133, -1.38978], [2.30562, -1.15651, -0.31124], [2.89088, 2.20426, 1.81368], [-2.59987, 1.34841, -1.49174], [0.60863, -1.55271, 0.56143], [1.18954, -1.12937, -0.29915], [-1.95061, 0.45553, 0.77241], [-0.25709, -1.99917, -1.78569]],
  "forces_ev_per_angstrom": [[0.41, 1.21, 0.07], [0.25, -0.33, 0.26], [-1.24, 1.79, -0.07], [0.02, -0.39, 0.42], [-0.26, -0.02, 0.62], [-0.12, 0.79, -0.21], [0.06, -1.56, 0.09], [-2.44, 2.40, 0.20], [0.27, 0.30, -0.11], [-1.27, -0.99, 1.98], [2.08, -2.92, 2.02], [-0.71, 0.97, -1.59], [-1.99, -1.93, -1.15], [-0.02, -0.69, -0.41], [-0.08, 0.61, -0.70], [-0.68, -2.78, 1.43], [-0.14, -1.09, -0.62], [2.75, 2.71, -2.85], [2.90, 0.25, 0.84], [0.80, 1.01, 1.43], [-0.70, -0.09, 1.21], [-0.31, -0.98, 0.08], [-0.60, 2.71, -2.16], [1.21, 0.33, -0.31], [-0.11, -1.09, -1.12], [-1.95, 0.01, 0.41], [1.89, -0.21, 0.24]],
  "e_above_lowest_kcal_mol": 156.76,
  "lumo_ev": 0.9,
  "total_energy_ev": -14587.2167,
  "homo_lumo_gap_ha": 0.317,
  "max_force_ev_per_a": 4.8
}

Record 4
{
  "formula": "C7H16N3",
  "method": "ωB97M-V/def2-TZVPD",
  "species": ["H", "H", "H", "C", "H", "C", "H", "H", "H", "C", "C", "H", "H", "H", "C", "N", "N", "N", "H", "H", "H", "C", "H", "C", "H", "H"],
  "positions_angstrom": [[2.53622, -0.12673, 1.37137], [-0.09192, 2.39896, 0.46833], [0.76958, -1.84485, 1.91195], [0.80105, 0.47585, 0.22058], [1.13296, -1.46852, -0.35710], [1.72243, 0.59299, 1.42710], [0.88276, 0.70287, -1.92169], [1.83881, 1.88408, -1.04015], [2.16606, 1.58378, 1.43680], [-0.44396, 1.36361, 0.38612], [-0.74646, -0.95872, -0.94371], [2.43201, 0.23571, -1.18477], [-1.93062, -1.76790, -2.42985], [-3.00492, 1.38924, 0.29973], [-0.08432, -1.66686, 1.26204], [-1.27381, 1.28270, -0.77763], [-2.54125, 1.48368, -0.60244], [0.32730, -0.96052, 0.03168], [-0.83096, -1.08350, 1.79615], [1.19248, 0.45803, 2.36668], [-3.10892, 1.49668, -1.43705], [1.53673, 0.84191, -1.06535], [-0.52577, -2.62444, 0.98807], [-1.11544, -1.91660, -1.74494], [-0.65389, -2.90012, -1.77869], [-0.98614, 1.12867, 1.31678]],
  "forces_ev_per_angstrom": [[0.09, -0.07, -0.01], [0.02, -0.06, 0.01], [0.03, 0.11, -0.08], [0.21, 0.70, -0.05], [-0.04, 0.08, 0.08], [-0.22, -0.06, -0.05], [0.02, -0.01, -0.12], [0.04, 0.10, 0.07], [0.04, 0.09, -0.03], [0.10, -0.27, 0.55], [-1.00, 2.77, 0.12], [0.12, -0.08, -0.01], [-0.22, 0.12, -0.15], [0.16, -0.14, -0.16], [-0.22, -0.44, 0.70], [0.01, -2.07, -0.85], [0.01, 0.28, 0.25], [0.45, -0.60, -0.29], [0.01, 0.04, -0.12], [-0.01, -0.03, 0.10], [0.06, 0.10, 0.09], [-0.20, -0.07, 0.02], [0.06, 0.14, -0.08], [0.32, -0.54, 0.05], [0.10, -0.10, 0.04], [0.07, 0.01, -0.09]],
  "e_above_lowest_kcal_mol": 114.25,
  "total_charge": 1,
  "lumo_ev": [-3.7, -3.5],
  "total_energy_ev": -11978.4435,
  "homo_lumo_gap_ha": [0.293, 0.311],
  "max_force_ev_per_a": 2.9
}

Number 3 is which compound? C7H16N2O2